Record 1
18
Properties=species:S:1:pos:R:3:forces:R:3:lowdin_charge:R:1 method="wB97M-V/def2-TZVPD" orbital_gap_ev=7.2 e_homo_ev=-6.899 lumo_ha=0.00940 de_lowest_kcal_mol=72.0 total_energy_ev=-20170.80170
N -1.800625 -1.197322 -1.688703 -1.83 0.25 0.07 0.109
C -1.234335 -0.624075 -0.491272 0.60 0.15 0.37 -0.175
C -0.130329 -1.350441 -0.023387 -0.35 0.16 2.77 -0.608
O 0.129406 -2.557219 -0.217348 -0.11 0.04 -1.89 -0.052
N 0.621168 -0.771227 0.996923 1.39 1.09 0.99 -0.001
C 0.615962 0.613595 1.528254 -1.26 -2.28 -1.34 -0.254
C 1.493486 1.595846 0.778028 -0.44 1.16 -0.15 -0.530
S 1.711090 1.427466 -1.056626 -0.32 0.30 0.47 0.660
H -2.842737 -1.348935 -1.611223 1.30 -0.32 -0.20 0.173
H -1.667709 -0.537540 -2.447909 0.09 -0.35 -0.55 0.139
H -1.284541 -2.076757 -1.834507 -0.08 -0.17 -0.02 0.146
H -1.782957 0.183502 -0.030865 0.35 0.01 -0.22 0.078
H 1.416344 -1.283992 1.332414 -0.18 -0.71 -0.41 0.120
H -0.463929 0.774222 1.439334 0.30 1.20 0.61 0.093
H 0.971626 0.558168 2.574287 -0.57 0.14 -0.41 0.120
H 2.435894 1.638939 1.335449 0.20 0.05 -0.81 0.066
H 1.032306 2.587938 0.855167 0.30 -0.09 0.31 0.056
H 0.779888 2.367836 -1.438021 0.60 -0.64 0.42 -0.140

Record 2
18
Properties=species:S:1:pos:R:3:forces:R:3:lowdin_charge:R:1 method="wB97M-V/def2-TZVPD" orbital_gap_ev=9.6 e_homo_ev=-8.898 smiles="CNC(=O)[C@H](N)CS" lumo_ha=0.02549 de_lowest_kcal_mol=13.2 total_energy_ev=-20173.34999
C -0.546639 0.695175 2.343010 -0.76 -0.35 -0.83 -0.058
N -1.093280 -0.386674 1.511680 -0.05 0.30 0.66 0.025
C -0.803348 -0.760342 0.239905 -0.41 0.04 -0.40 -0.474
O -1.301044 -1.761220 -0.252181 0.10 0.03 0.12 0.045
C 0.069991 0.150505 -0.651052 0.23 0.08 0.78 -0.415
N -0.525803 0.383877 -1.935862 0.38 0.05 -0.34 0.049
C 1.438621 -0.508037 -0.757830 0.43 -0.28 -0.47 -0.522
S 2.636738 0.337059 -1.841744 0.14 0.18 0.47 0.697
H -1.379569 1.094839 2.919272 0.14 0.04 0.19 0.084
H -0.197264 1.500053 1.705541 0.29 0.04 0.14 0.072
H 0.224395 0.320839 3.003368 0.28 0.13 0.13 0.080
H -1.788843 -0.954644 1.982927 0.28 -0.17 -0.35 0.141
H 0.217573 1.117763 -0.169530 -0.04 0.05 -0.08 0.116
H -0.695926 -0.487605 -2.419594 -0.30 -0.06 0.09 0.088
H -1.371696 0.927343 -1.866471 -0.15 -0.11 -0.06 0.085
H 1.912390 -0.562310 0.223558 -0.02 0.03 -0.01 0.076
H 1.365974 -1.528198 -1.136244 -0.31 -0.03 0.16 0.075
H 1.837726 0.421575 -2.898757 -0.22 0.03 -0.20 -0.163

Record 3
18
Properties=species:S:1:pos:R:3:forces:R:3:lowdin_charge:R:1 method="wB97M-V/def2-TZVPD" orbital_gap_ev="5.1 / 8.3" e_homo_ev="-12.448 / -13.464" lumo_ha="-0.27139 / -0.18953" de_lowest_kcal_mol=21.6 total_charge=+1 total_energy_ev=-27403.52005
C 0.609914 -0.297040 0.187357 -1.56 -0.69 -0.59 0.063
C -1.141190 -1.700624 -0.390332 -0.31 -0.23 -0.33 -0.128
C -1.580190 -0.239229 -0.535695 -1.08 -0.07 0.69 -0.556
C -0.314514 1.928108 -0.284238 0.04 0.93 0.05 -0.027
N -0.358831 0.496639 -0.207853 1.19 0.37 0.14 -0.167
N 0.210393 -1.550994 0.146178 1.08 -0.43 0.36 0.058
P 4.252177 0.087579 0.133370 -0.47 -0.13 -0.37 0.673
S -2.997134 0.233705 0.537936 0.25 0.01 -0.48 0.829
H -1.767854 -2.273864 0.297769 0.09 0.17 -0.08 0.122
H -1.128728 -2.217535 -1.355444 0.11 0.07 0.15 0.138
H -1.922323 0.024497 -1.538012 0.19 -0.04 0.03 0.119
H -0.677753 2.268964 -1.255734 0.04 -0.09 0.04 0.109
H -0.937998 2.373252 0.494872 0.06 -0.08 -0.09 0.090
H 0.712314 2.258614 -0.155163 0.00 0.02 0.00 0.096
H 0.765713 -2.350701 0.396260 0.21 0.09 0.07 0.155
H 5.238986 0.102219 1.133006 0.04 -0.11 0.28 -0.212
H 3.557363 1.154096 0.727474 -0.01 0.32 0.06 -0.247
H -2.520349 -0.297679 1.668244 0.13 -0.09 0.09 -0.113

Record 4
17
Properties=species:S:1:pos:R:3:forces:R:3:lowdin_charge:R:1 method="wB97M-V/def2-TZVPD" orbital_gap_ev=9.4 e_homo_ev=-8.780 smiles="[H]/N=C(/N)SC(C)C" lumo_ha=0.02213 de_lowest_kcal_mol=74.5 total_energy_ev=-18122.35615
H 0.540940 2.004886 0.165174 0.20 -0.37 -1.12 0.044
N 1.185294 1.540254 -0.500791 0.07 2.18 -0.14 0.060
C 1.365002 0.372233 -0.116179 -1.32 -0.58 2.43 -0.907
N 2.358743 -0.466645 -0.432934 5.57 -2.93 0.50 -0.010
S 0.171847 -0.318535 1.145208 -0.06 0.28 -0.12 0.820
C -1.450977 -0.437974 0.230493 -0.03 -0.20 -1.31 -0.658
C -1.004772 -1.096009 -1.237250 -2.31 0.08 1.64 -0.137
C -2.403296 0.815447 -0.102758 -0.43 2.90 0.63 -0.185
H 2.440105 -1.414321 0.200701 -0.43 3.47 -2.32 0.144
H 3.469645 -0.048736 -0.724021 -4.87 -1.36 1.18 0.215
H -2.001891 -1.082194 1.030354 0.75 0.66 -1.97 0.093
H -1.008503 -2.317135 -1.077087 0.40 3.38 -0.99 0.120
H -1.905241 -0.673339 -1.848956 1.78 -1.58 0.35 0.065
H -0.057485 -0.519820 -1.587243 -1.69 -1.70 0.50 0.057
H -3.370493 0.599762 -0.754257 2.01 -0.27 1.63 0.086
H -2.768887 1.386147 0.909404 0.80 -1.58 -2.37 0.098
H -1.931749 1.723870 -0.747147 -0.46 -2.38 1.49 0.096

Record 5
17
Properties=species:S:1:pos:R:3:forces:R:3:lowdin_charge:R:1 method="wB97M-V/def2-TZVPD" orbital_gap_ev=9.8 e_homo_ev=-9.158 lumo_ha=0.02346 de_lowest_kcal_mol=13.0 total_energy_ev=-18125.02165
H 3.322181 0.325245 -0.032078 0.20 0.68 0.03 -0.010
N 3.097231 -0.649975 -0.124065 -0.36 -0.56 0.01 0.074
C 1.848399 -0.821932 -0.196658 -0.63 -0.98 -0.12 -0.356
N 0.805379 0.113536 -0.194207 0.22 -0.52 -0.13 -0.505
S 1.143033 1.747106 -0.055966 0.02 0.18 -0.19 0.840
C -0.589833 -0.354849 -0.145596 -0.03 -0.34 0.14 -0.475
C -1.427551 0.254808 -1.261166 -0.02 -1.16 -0.91 -0.082
C -1.210920 -0.120852 1.238979 0.80 0.05 -0.30 -0.066
H 1.441639 -1.870355 -0.290261 0.47 1.05 0.07 0.129
H 1.212351 1.826007 1.278355 0.05 0.11 0.29 -0.120
H -0.529904 -1.445237 -0.307533 0.00 0.38 0.04 0.128
H -1.002644 0.061351 -2.282551 -0.19 0.19 0.99 0.098
H -2.438457 -0.180811 -1.260412 0.28 0.12 0.11 0.084
H -1.523138 1.304049 -1.111648 -0.08 0.94 0.01 0.043
H -1.360331 0.931822 1.445733 0.30 0.34 0.04 0.067
H -0.600642 -0.583783 2.022023 -0.08 0.17 -0.09 0.087
H -2.186797 -0.536126 1.277049 -0.93 -0.65 0.00 0.063

Record 6
17
Properties=species:S:1:pos:R:3:forces:R:3:mulliken_spin:R:1 method="wB97M-V/def2-TZVPD" spin_multiplicity=3 orbital_gap_ev="6.9 / 8.0" e_homo_ev="-6.028 / -8.495" lumo_ha="0.03030 / -0.02001" de_lowest_kcal_mol=84.6 s_squared=2.01 total_energy_ev=-18117.64461
C 2.622125 -0.688714 0.304814 -1.38 -0.98 -0.46 0.042
C 1.880761 -0.252279 -0.723371 -0.61 -0.22 1.15 0.020
C -2.148974 -0.138745 0.450953 1.58 -3.38 1.28 0.016
C -0.747088 -0.734789 0.213908 -0.50 2.87 0.64 0.068
N 0.494174 1.715934 1.283013 1.22 -0.84 3.05 1.645
N 0.032864 1.035033 -1.916079 -2.02 0.86 -1.94 0.219
S 0.335783 0.661961 -0.436554 0.04 -0.41 -1.74 0.148
H 3.288906 -1.545841 0.264404 0.57 0.60 -0.63 0.003
H 2.265181 -0.547970 1.311362 0.03 0.66 0.27 0.007
H 1.938198 -0.475168 -1.790648 0.30 0.16 0.31 -0.005
H -2.972717 -0.849631 0.453609 0.28 -0.43 0.27 0.001
H -2.108903 0.374122 1.351317 -0.30 1.14 1.71 -0.017
H -2.361937 0.467951 -0.312572 -0.79 2.71 -2.98 0.004
H -0.700280 -1.362661 -0.574115 -0.09 -2.27 -2.70 0.000
H -0.230783 -1.178454 1.014371 0.37 -0.38 1.39 -0.012
H 0.084217 2.591497 1.058229 -0.72 1.44 -0.63 -0.118
H -0.800297 1.711717 -2.096781 2.05 -1.53 1.02 -0.020

Record 7
18
Properties=species:S:1:pos:R:3:forces:R:3:lowdin_charge:R:1 method="wB97M-V/def2-TZVPD" orbital_gap_ev=9.0 e_homo_ev=-8.450 smiles="CC(C)(S)C(=S)NN" lumo_ha=0.02167 de_lowest_kcal_mol=12.5 total_energy_ev=-28960.46310
C 1.098628 -1.362070 -0.950357 0.21 0.19 -0.12 -0.142
C 0.677292 -0.244071 0.003814 0.20 0.09 -0.05 -0.856
C 0.955323 -0.659191 1.454761 -0.34 -0.33 0.38 -0.124
S 1.751072 1.226818 -0.292791 -0.07 -0.02 -0.49 0.795
C -0.826065 0.074112 -0.111806 -0.01 -0.65 0.03 -0.813
S -1.958393 -1.137863 -0.234617 0.16 0.17 -0.01 0.661
N -1.161410 1.347863 -0.018687 -0.44 0.38 -0.06 -0.125
N -2.485775 1.826968 -0.007870 0.25 -0.27 -0.54 0.023
H 0.541902 -2.260842 -0.729864 -0.12 -0.25 0.06 0.052
H 0.907440 -1.096511 -1.989092 -0.12 0.07 -0.04 0.079
H 2.172055 -1.554944 -0.865498 -0.15 0.05 0.18 0.083
H 2.008011 -0.889167 1.605896 0.08 -0.14 -0.20 0.078
H 0.346349 -1.555064 1.691311 0.34 0.53 -0.09 0.091
H 0.719561 0.135121 2.171406 -0.19 -0.07 -0.17 0.084
H 1.574464 1.284490 -1.643078 0.05 -0.01 0.54 -0.095
H -0.449522 2.049064 0.067801 0.24 0.20 -0.03 0.069
H -2.949715 1.315049 0.734625 -0.27 -0.08 0.02 0.061
H -2.921219 1.500232 -0.885951 0.17 0.14 0.59 0.079

Record 8
17
Properties=species:S:1:pos:R:3:forces:R:3:lowdin_charge:R:1 method="wB97M-V/def2-TZVPD" orbital_gap_ev=10.6 e_homo_ev=-14.044 smiles="C[C@@]1(N)C=C[NH2+]N1" lumo_ha=-0.12750 de_lowest_kcal_mol=84.3 total_charge=+1 total_energy_ev=-8770.94150
C -1.207776 1.064339 -0.721551 -1.28 -0.52 -0.43 -0.041
C -0.348008 -0.192165 -0.503854 0.69 3.12 1.43 -0.550
N -0.504644 -1.082557 -1.530934 -2.00 -1.75 -1.21 0.104
C 1.026165 0.537815 -0.364914 -0.13 -2.97 0.52 0.000
C 1.620961 0.231798 0.774828 0.83 2.10 0.14 -0.003
N 0.707050 -0.636281 1.673335 0.81 3.33 -0.41 0.061
N -0.543042 -0.670866 1.007744 -0.89 -0.70 -1.49 0.052
H -2.302345 0.780695 -0.978883 1.49 0.93 1.32 0.132
H -0.883681 1.621592 -1.591416 0.22 -0.46 -0.65 0.083
H -0.846513 1.763083 0.052207 -1.68 -0.12 0.32 0.095
H 0.115899 -1.863902 -1.675871 0.23 0.09 0.37 0.100
H -1.506564 -1.395230 -1.747767 2.06 0.91 0.56 0.151
H 1.460869 1.087707 -1.183466 0.03 0.06 0.02 0.140
H 2.622134 0.643730 1.099401 -1.42 -0.95 0.17 0.150
H 1.212510 -1.471023 1.516197 0.02 -2.01 1.09 0.155
H 0.655228 -0.269673 2.679282 0.23 -1.02 -1.70 0.233
H -1.278242 -0.149061 1.495664 0.78 -0.03 -0.05 0.137

Record 9
17
Properties=species:S:1:pos:R:3:forces:R:3:mulliken_spin:R:1 method="wB97M-V/def2-TZVPD" spin_multiplicity=3 orbital_gap_ev="8.9 / 7.9" e_homo_ev="-11.624 / -15.140" lumo_ha="-0.10042 / -0.26654" de_lowest_kcal_mol=121.4 s_squared=2.01 total_charge=+1 total_energy_ev=-8765.16933
C -1.590165 -0.713694 -0.177550 -0.90 0.53 5.47 -0.031
C -0.200208 -0.968699 0.466596 -2.73 1.07 3.20 0.053
C 0.461564 1.490996 0.545691 -2.29 2.61 4.00 0.024
C 1.840646 -0.248991 -0.492051 0.83 -1.82 -2.59 0.046
N -1.743944 0.701657 -0.133019 -3.65 -2.24 -1.10 1.154
N -0.073510 1.156090 -0.702116 2.67 2.71 -2.53 0.703
N 0.611910 0.219427 0.026459 0.95 -3.65 1.16 -0.028
H -1.753034 -1.027846 -1.136478 -0.27 -1.32 -2.49 0.025
H -2.427643 -1.089953 0.538769 1.26 -0.20 -1.34 0.069
H -0.324914 -0.894957 1.636093 0.26 0.07 -2.24 0.002
H 0.194117 -1.950801 0.334290 0.88 -0.23 -0.84 0.002
H 1.281920 2.196118 0.592189 0.28 -0.30 0.23 0.010
H -0.397918 1.488138 1.399858 2.67 0.58 -1.75 0.006
H 2.289114 -0.969461 0.156257 0.07 -0.45 0.71 -0.001
H 1.479867 -0.807218 -1.406696 1.21 0.65 0.55 0.008
H 2.588840 0.489832 -0.675574 0.03 0.80 -0.45 -0.013
H -2.236647 0.929368 -0.972711 -1.26 1.19 0.01 -0.029

Record 10
17
Properties=species:S:1:pos:R:3:forces:R:3:mulliken_spin:R:1 method="wB97M-V/def2-TZVPD" spin_multiplicity=3 orbital_gap_ev="5.8 / 8.5" e_homo_ev="-9.677 / -14.952" lumo_ha="-0.14219 / -0.23636" de_lowest_kcal_mol=107.4 s_squared=2.01 total_charge=+1 total_energy_ev=-8765.77643
C 1.007394 0.304762 1.407861 1.07 -0.25 2.64 -0.022
C -1.181219 -1.419876 -0.945517 -2.29 -4.98 8.43 0.974
C -0.718337 -0.776159 -2.010759 3.92 1.99 -9.63 0.767
C -0.649090 0.693869 -2.252720 -1.95 -1.94 -0.90 -0.002
N 1.198021 0.394284 2.578548 -1.03 0.45 -1.87 0.018
N 1.032434 -0.124469 0.215340 -1.17 -0.44 -1.76 0.071
N 1.121658 1.026710 3.736426 -1.48 0.80 1.97 0.012
H -1.759233 -0.987958 -0.144384 -1.03 0.30 -0.40 0.000
H -0.953882 -2.491884 -0.646452 0.27 1.44 -0.73 -0.007
H -0.372784 -1.524325 -2.832808 -1.05 1.76 0.88 0.043
H -0.585836 1.134332 -1.335464 -0.40 1.80 2.56 -0.007
H -1.523097 1.097436 -2.828235 0.08 -0.43 0.67 0.090
H 0.129233 1.086289 -2.806200 2.11 0.17 -1.42 0.028
H 1.446029 0.414211 -0.550948 0.17 -0.15 0.54 -0.003
H 0.241135 -0.810509 -0.140060 0.85 0.61 1.05 0.038
H 0.260494 1.601229 4.053888 1.47 -1.18 -1.75 0.000
H 1.307080 0.382057 4.501483 0.46 0.05 -0.27 0.000